Record 1
114
Properties=species:S:1:pos:R:3 method="wB97M-V/def2-TZVPD" smiles="CC(C)=O.CC(C)=O.CC(C)=O.CC(C)=O.CC(C)=O.CC(C)=O.CCO.CCO.CCO.CCO.CCO.CCO" total_charge=0 e_above_lowest_kcal_mol=0.0 homo_ev=-9.044 e_lumo_ha=0.00545
C -3.560 -2.426 1.824
C -2.466 -2.749 2.827
C -1.979 -1.529 3.543
O -1.874 -3.799 2.909
H -3.902 -3.279 1.264
H -3.208 -1.621 1.153
H -4.457 -2.003 2.287
H -1.254 -1.133 2.818
H -1.448 -1.743 4.462
H -2.780 -0.821 3.717
C 5.959 -0.951 -3.535
C 4.718 -1.565 -3.041
C 4.465 -1.514 -1.523
O 3.885 -2.010 -3.802
H 5.745 -0.653 -4.560
H 6.779 -1.686 -3.535
H 6.215 -0.106 -2.896
H 3.466 -1.820 -1.252
H 4.611 -0.507 -1.133
H 5.208 -2.068 -0.955
C 1.291 0.224 4.855
C 1.927 1.140 3.817
C 3.283 1.669 4.236
O 1.353 1.413 2.755
H 1.986 -0.361 5.456
H 0.692 -0.526 4.376
H 0.653 0.883 5.451
H 3.224 1.971 5.285
H 3.519 2.504 3.556
H 4.008 0.900 4.159
C 4.720 3.815 -3.754
C 4.108 2.615 -3.058
C 3.183 2.905 -1.910
O 4.218 1.477 -3.517
H 4.012 4.651 -3.642
H 5.039 3.642 -4.766
H 5.623 4.142 -3.248
H 3.488 3.820 -1.384
H 3.024 2.064 -1.281
H 2.195 3.095 -2.359
C 2.983 -1.714 2.531
C 2.833 -2.987 1.673
C 1.483 -3.646 1.709
O 3.830 -3.453 1.028
H 3.911 -1.150 2.448
H 2.877 -2.043 3.553
H 2.093 -1.101 2.284
H 0.701 -3.097 1.170
H 1.152 -3.727 2.743
H 1.444 -4.670 1.329
C -1.848 0.860 -0.483
C -0.723 -0.096 -0.090
C 0.714 0.319 -0.321
O -1.017 -1.138 0.451
H -2.853 0.554 -0.225
H -1.759 1.025 -1.533
H -1.643 1.839 -0.023
H 1.099 -0.124 -1.235
H 1.353 -0.079 0.474
H 0.823 1.400 -0.361
C -2.325 2.298 4.738
C -1.421 2.609 3.591
O -2.180 3.385 2.582
H -1.824 1.911 5.620
H -3.180 1.671 4.474
H -2.744 3.235 5.111
H -1.124 1.768 3.002
H -0.502 3.178 3.860
H -2.443 4.215 2.989
C -4.241 -0.771 -3.261
C -3.021 -1.599 -2.857
O -2.650 -2.620 -3.810
H -4.084 -0.213 -4.200
H -4.516 -0.141 -2.388
H -5.063 -1.446 -3.491
H -3.271 -2.075 -1.897
H -2.178 -0.909 -2.702
H -1.931 -2.237 -4.372
C 0.879 -0.980 -3.647
C 0.182 -0.072 -4.638
O -0.851 -0.874 -5.284
H 1.386 -1.815 -4.139
H 0.142 -1.261 -2.876
H 1.704 -0.475 -3.168
H 0.908 0.325 -5.341
H -0.385 0.718 -4.144
H -1.236 -0.416 -6.054
C 0.839 4.167 0.869
C -0.059 4.739 -0.192
O 0.315 4.107 -1.451
H 0.530 3.110 1.006
H 0.663 4.568 1.858
H 1.892 4.217 0.610
H 0.142 5.819 -0.296
H -1.091 4.516 0.044
H -0.402 4.169 -2.083
C -5.874 0.487 0.289
C -5.103 1.741 0.515
O -4.210 1.589 1.616
H -6.470 0.537 -0.639
H -6.607 0.343 1.067
H -5.210 -0.373 0.252
H -5.723 2.625 0.613
H -4.483 1.862 -0.392
H -3.537 2.300 1.587
C -0.929 -4.308 -1.282
C -1.891 -5.075 -0.519
O -1.408 -5.845 0.609
H -0.165 -4.975 -1.653
H -0.580 -3.406 -0.741
H -1.440 -3.850 -2.135
H -2.351 -5.825 -1.183
H -2.669 -4.417 -0.171
H -1.330 -5.258 1.380

Record 2
136
Properties=species:S:1:pos:R:3 method="wB97M-V/def2-TZVPD" total_charge=0 e_above_lowest_kcal_mol=0.0 homo_ev=-8.998 e_lumo_ha=-0.10058
Cu -0.015 -2.616 -0.176
As -0.619 0.873 0.993
F 0.901 1.425 1.596
F -0.841 0.144 2.540
F -2.035 0.109 0.368
F -0.386 1.731 -0.485
F 0.226 -0.532 0.229
F -1.502 2.238 1.542
C 0.759 7.011 -1.059
O 1.055 7.800 -0.179
N 0.416 5.726 -0.871
C -0.112 4.956 -1.978
C 0.528 5.089 0.443
H 0.864 7.308 -2.117
H -0.929 4.303 -1.683
H 0.675 4.372 -2.466
H -0.521 5.647 -2.714
H 1.170 5.791 0.974
H -0.472 5.062 0.868
H 0.944 4.092 0.316
C 5.223 2.235 1.821
O 5.864 2.211 0.790
N 4.565 3.310 2.304
C 3.582 3.156 3.363
C 4.446 4.541 1.560
H 5.123 1.333 2.449
H 4.015 2.817 4.302
H 2.752 2.510 3.050
H 3.030 4.079 3.533
H 4.916 4.566 0.577
H 3.385 4.697 1.352
H 4.879 5.421 2.040
C -3.257 1.895 -3.161
C -3.392 3.358 -3.528
O -3.824 4.132 -2.400
P -4.438 5.566 -2.612
O -5.448 5.688 -3.652
O -4.995 5.999 -1.213
C -4.360 6.074 0.070
C -2.855 5.874 0.181
O -3.120 6.404 -2.918
C -3.147 7.825 -3.014
C -3.517 8.227 -4.439
H -2.793 1.365 -3.989
H -2.719 1.804 -2.222
H -4.275 1.510 -3.069
H -2.454 3.804 -3.878
H -4.060 3.492 -4.384
H -4.632 6.992 0.591
H -4.800 5.268 0.665
H -2.599 4.918 -0.273
H -2.258 6.696 -0.213
H -2.557 5.783 1.227
H -3.871 8.248 -2.312
H -2.171 8.248 -2.780
H -2.898 7.582 -5.064
H -4.571 8.147 -4.698
H -3.314 9.275 -4.678
C -8.223 -4.388 -1.126
C -7.503 -3.504 -0.133
O -6.938 -4.191 0.961
P -5.382 -4.091 1.234
O -4.509 -4.207 0.069
O -5.325 -2.665 1.935
C -4.052 -2.025 2.196
C -3.944 -1.628 3.642
O -5.134 -5.141 2.368
C -5.982 -5.196 3.551
C -6.695 -6.540 3.489
H -8.599 -5.278 -0.603
H -9.101 -3.927 -1.568
H -7.557 -4.847 -1.857
H -6.784 -2.885 -0.686
H -8.169 -2.681 0.153
H -3.278 -2.704 1.830
H -4.087 -1.168 1.524
H -4.751 -0.926 3.856
H -4.194 -2.504 4.246
H -2.969 -1.220 3.889
H -5.333 -5.062 4.410
H -6.755 -4.432 3.476
H -7.277 -6.654 4.409
H -7.359 -6.525 2.629
H -6.006 -7.382 3.466
C 3.237 -1.466 -1.610
C 2.360 -1.704 -2.823
O 3.177 -2.085 -3.919
P 3.126 -3.541 -4.515
O 1.863 -4.238 -4.295
O 3.475 -3.292 -6.029
C 3.359 -4.306 -7.033
C 4.662 -4.414 -7.799
O 4.408 -4.268 -3.928
C 5.705 -3.703 -4.149
C 6.642 -4.131 -3.044
H 2.738 -0.943 -0.790
H 3.576 -2.432 -1.227
H 4.082 -0.844 -1.902
H 1.536 -2.427 -2.719
H 1.780 -0.799 -3.032
H 3.140 -5.257 -6.545
H 2.588 -4.036 -7.750
H 4.905 -3.403 -8.146
H 5.557 -4.732 -7.265
H 4.543 -5.026 -8.693
H 6.168 -3.940 -5.117
H 5.629 -2.624 -4.324
H 6.085 -4.252 -2.113
H 7.135 -5.074 -3.265
H 7.375 -3.350 -2.842
C 1.491 0.024 4.703
C 1.610 -1.178 3.823
O 2.518 -2.117 4.366
P 3.076 -3.458 3.758
O 2.099 -4.176 2.939
O 4.374 -2.948 2.991
C 4.374 -2.798 1.578
C 5.748 -2.393 1.101
O 3.736 -4.153 4.999
C 3.154 -4.044 6.304
C 4.164 -4.604 7.287
H 2.434 0.577 4.683
H 0.670 0.668 4.384
H 1.245 -0.068 5.764
H 0.620 -1.639 3.707
H 1.834 -0.893 2.789
H 4.015 -3.676 1.031
H 3.649 -2.022 1.292
H 5.739 -2.225 0.024
H 6.068 -1.490 1.619
H 6.484 -3.176 1.288
H 2.899 -3.023 6.590
H 2.205 -4.585 6.366
H 3.785 -4.643 8.309
H 4.499 -5.582 6.951
H 5.004 -3.909 7.349

no.,gap between HOMO and LUMO (eV)
1,9.2
2,6.3